[1]
Molecular formula: CH7N2O2Si
Method: DFT, ωB97M-V with the def2-TZVPD basis set

Molar mass: 107.16 g mol⁻¹
Total energy: -591.40961 Ha
E_HOMO: -0.56054 hartree
ΔE to the lowest compared entry with this formula, charge and spin: 2.5 kcal per mole
Total charge: +1

Structure (XYZ):
```
13
Properties=species:S:1:pos:R:3:nbo_charge:R:1
C 1.69859 0.07548 -0.07706 0.698
N 0.47148 -0.15707 0.06310 -0.871
N 2.81462 0.06860 -0.38928 -0.057
O -1.08527 2.00402 0.16179 -0.976
O 3.89269 0.49081 0.25317 -0.432
Si -0.45344 -1.75673 0.02633 1.023
H -0.19272 0.56527 -0.03394 0.473
H -1.46748 2.37964 0.98068 0.503
H -1.48649 2.69281 -0.46678 0.511
H 4.62692 0.27718 -0.32070 0.510
H 0.07139 -2.44132 -1.33196 -0.131
H 0.15286 -2.44472 1.14032 -0.136
H -1.83300 -1.77826 -0.17720 -0.114
```


[2]
Molecular formula: CH7N2PS
Method: DFT, ωB97M-V with the def2-TZVPD basis set

Molar mass: 110.12 g mol⁻¹
Total energy: -891.22265 Ha
E_HOMO (spin up / spin down): -0.29314 / -0.28765 hartree
ΔE to the lowest compared entry with this formula, charge and spin: 95.3 kcal per mole
Total charge: 0

Structure (XYZ):
```
12
Properties=species:S:1:pos:R:3:nbo_charge:R:1
C 1.88045 0.86793 -0.10776 -0.458
N -0.28477 -0.00776 -0.81469 -0.448
N 0.90267 -0.15249 -0.29635 -0.342
P 1.63626 -1.59228 0.14249 0.317
S -3.92003 0.00937 0.57580 -0.302
H 2.70517 0.61106 0.63836 0.246
H 2.37083 0.97216 -1.03293 0.219
H 1.34648 1.84516 0.12552 0.205
H -0.43065 0.92105 -1.09421 0.304
H -4.16954 -1.14538 1.21020 0.142
H 0.64668 -2.47565 -0.57383 -0.043
H -2.68354 0.14683 1.22738 0.159
```


[3]
Molecular formula: CH7N2S
Method: DFT, ωB97M-V with the def2-TZVPD basis set

Molar mass: 79.15 g mol⁻¹
Total energy: -550.01334 Ha
E_HOMO: -0.10177 hartree
ΔE to the lowest compared entry with this formula, charge and spin: 12.9 kcal per mole
Total charge: -1

Structure (XYZ):
```
11
Properties=species:S:1:pos:R:3:nbo_charge:R:1
S -2.48433 -0.77636 -1.35753 -1.076
H -3.68408 -0.79325 -1.79186 0.085
N 0.65015 -0.77455 -0.20368 -0.879
C 0.27489 0.53787 0.35461 -0.079
N 1.44075 1.14027 0.96622 -0.837
H -0.01034 -1.11179 -0.89304 0.398
H 0.49252 -1.40704 0.56020 0.335
H -0.57813 0.43302 1.03444 0.173
H -0.21118 1.16143 -0.43418 0.205
H 2.12387 1.15276 0.21139 0.341
H 1.98589 0.43764 1.55343 0.332
```


[4]
Molecular formula: CH7N2Si
Method: DFT, ωB97M-V with the def2-TZVPD basis set

Molar mass: 75.17 g mol⁻¹
Total energy: -440.90366 Ha
E_HOMO: -0.53519 hartree
Structure (SMILES): [NH3+]/C=N/[SiH3]
ΔE to the lowest compared entry with this formula, charge and spin: 96.3 kcal per mole
Total charge: +1

Structure (XYZ):
```
11
Properties=species:S:1:pos:R:3:nbo_charge:R:1
N -1.94064 -0.39310 0.05021 -0.890
C -0.74725 0.79451 0.16453 0.339
N 0.37033 0.31481 0.17724 -0.781
Si 2.06212 -0.00814 -0.05114 1.056
H -1.58899 -1.11358 -0.67573 0.434
H -2.98265 -0.18451 -0.20752 0.497
H -1.29626 -1.27401 0.46887 0.501
H -0.88412 1.81896 0.40227 0.243
H 2.30952 0.61503 1.15504 -0.155
H 2.44705 -1.44638 -0.19555 -0.129
H 2.25089 0.87641 -1.28822 -0.115
```


[5]
Molecular formula: CH7N3O
Method: DFT, ωB97M-V with the def2-TZVPD basis set

Molar mass: 77.09 g mol⁻¹
Total energy: -281.67797 Ha
E_HOMO: -0.33405 hartree
Structure (SMILES): C=NN.NO
ΔE to the lowest compared entry with this formula, charge and spin: 107.8 kcal per mole
Total charge: 0

Structure (XYZ):
```
12
Properties=species:S:1:pos:R:3:nbo_charge:R:1
C -1.54484 -0.79468 0.39385 -0.130
N -1.42188 -0.00428 -0.59948 -0.276
N -1.09188 1.29361 -0.36660 -0.651
H -1.13607 -0.57605 1.38005 0.160
H -1.92867 -1.78171 0.20831 0.186
H -1.02947 1.81350 -1.22951 0.365
H -0.26739 1.40509 0.22458 0.366
N 1.84429 0.02147 0.42957 -0.552
O 1.35300 -0.83290 -0.59378 -0.634
H 2.46574 0.69230 -0.02127 0.334
H 2.42244 -0.56859 1.02998 0.345
H 0.33472 -0.66776 -0.85571 0.486
```


[6]
Molecular formula: CH7N4S
Method: DFT, ωB97M-V with the def2-TZVPD basis set

Molar mass: 107.16 g mol⁻¹
Total energy: -659.12441 Ha
E_HOMO (spin up / spin down): -0.45929 / -0.45937 hartree
ΔE to the lowest compared entry with this formula, charge and spin: 72.1 kcal per mole
Total charge: +1

Structure (XYZ):
```
13
Properties=species:S:1:pos:R:3:nbo_charge:R:1
C 0.70278 1.61110 -0.30152 0.167
N 0.47867 1.31619 1.16368 -0.773
N -0.08318 -1.45383 -0.67780 -0.410
N -0.34578 1.24185 -0.94972 -0.710
N -0.71834 -0.61024 0.00831 -0.225
S 2.14960 2.32578 -0.81455 -0.070
H -0.24535 1.89567 1.53182 0.438
H -0.13242 0.48519 1.06301 0.449
H -0.45608 -1.83413 -1.49092 0.402
H 0.89636 -1.75363 -0.36051 0.425
H -0.29193 1.14179 -2.03455 0.419
H 1.36904 1.36969 1.68587 0.471
H -1.59957 -0.33144 -0.41360 0.417
```


[7]
Molecular formula: CH7N5
Method: DFT, ωB97M-V with the def2-TZVPD basis set

Molar mass: 89.10 g mol⁻¹
Total energy: -315.99860 Ha
E_HOMO: -0.32209 hartree
Structure (SMILES): N=C(NN)NN
ΔE to the lowest compared entry with this formula, charge and spin: 16.6 kcal per mole
Total charge: 0

Structure (XYZ):
```
13
Properties=species:S:1:pos:R:3:nbo_charge:R:1
N -0.74280 -1.77353 0.66677 -0.749
C -0.44125 -0.69256 0.07836 0.545
N -0.61024 0.47714 0.84178 -0.502
N 0.67770 1.08150 1.12096 -0.669
N 0.02222 -0.57054 -1.24166 -0.480
N 0.33791 0.68604 -1.75726 -0.644
H -0.40443 -2.61018 0.09422 0.337
H -1.04539 0.08527 1.71219 0.373
H 0.46917 1.95533 1.52683 0.359
H 1.10948 0.44704 1.86387 0.345
H 0.68398 -1.24452 -1.52441 0.373
H -0.50056 0.82440 -2.32555 0.349
H 0.44421 1.33461 -1.05609 0.364
```


[8]
Molecular formula: CH7N5
Method: DFT, ωB97M-V with the def2-TZVPD basis set

Molar mass: 89.10 g mol⁻¹
Total energy: -315.95170 Ha
E_HOMO: -0.28731 hartree
Structure (SMILES): N/C=N\N(N)N
ΔE to the lowest compared entry with this formula, charge and spin: 46.0 kcal per mole
Total charge: 0

Structure (XYZ):
```
13
Properties=species:S:1:pos:R:3:nbo_charge:R:1
N -1.67168 -0.79292 -1.19473 -0.837
C -1.63987 0.03414 -0.09129 0.229
N -0.62133 0.43880 0.52747 -0.495
N 1.02731 0.23505 -0.07551 0.015
N 1.72110 -0.83659 0.41492 -0.633
N 1.52001 1.40644 0.42155 -0.627
H -2.49809 -0.77338 -1.77210 0.386
H -0.78862 -0.88459 -1.67545 0.392
H -2.63023 0.33120 0.26766 0.172
H 1.75506 -0.89576 1.43526 0.331
H 1.39184 -1.69266 -0.01335 0.368
H 1.71873 1.37495 1.42719 0.317
H 0.71578 2.05532 0.32840 0.382
```